{
  "formula": "C4H12N2O2",
  "method": "ωB97M-V/def2-TZVPD",
  "e_lumo_ev": [-4.98, -9.05],
  "spin_multiplicity": 2,
  "relative_energy_kcal_mol": 83.9,
  "total_charge": 1,
  "species": ["O", "C", "N", "C", "N", "C", "C", "H", "H", "H", "H", "H", "H", "H", "H", "H", "H", "H", "H", "O"],
  "positions_angstrom": [[-1.108, 0.611, 2.553], [-0.771, 0.566, 1.302], [-0.368, 1.636, 0.441], [0.244, 1.297, -0.781], [1.518, 0.874, -0.727], [-0.775, -0.810, 0.646], [-2.141, -0.845, -0.281], [0.192, 2.329, 0.929], [0.033, 2.063, -1.567], [-0.336, 0.471, -1.196], [1.847, 0.476, -1.661], [2.129, 1.761, -0.736], [0.238, -1.024, 0.123], [-0.869, -1.629, 1.435], [-2.861, -0.352, 0.325], [-2.475, -1.915, -0.294], [-2.088, -0.610, -1.324], [2.674, -0.998, 0.744], [2.088, -1.992, -0.310], [2.831, -1.909, 0.380]]
}


{
  "formula": "C2Cl3F",
  "method": "ωB97M-V/def2-TZVPD",
  "e_lumo_ev": [-0.65, -0.51],
  "relative_energy_kcal_mol": 90.0,
  "total_charge": 0,
  "species": ["C", "C", "F", "Cl", "Cl", "Cl"],
  "positions_angstrom": [[-0.960, -0.289, 0.295], [0.936, 0.152, -0.185], [-1.215, -1.529, -0.100], [-2.155, 0.833, -0.009], [1.248, 1.788, -0.038], [2.146, -0.954, 0.038]]
}


{
  "formula": "C5H11NO",
  "method": "ωB97M-V/def2-TZVPD",
  "e_lumo_ev": [0.67, 0.67],
  "relative_energy_kcal_mol": 94.3,
  "total_charge": 0,
  "species": ["C", "C", "C", "N", "C", "O", "C", "H", "H", "H", "H", "H", "H", "H", "H", "H", "H", "H"],
  "positions_angstrom": [[-2.477, 0.142, -0.609], [-1.029, -0.237, -0.347], [-0.661, -0.390, 1.133], [0.799, -0.431, 1.058], [1.267, 0.356, 0.072], [0.948, 1.652, -0.056], [2.590, 0.024, -0.541], [-2.654, 0.290, -1.682], [-3.212, -0.612, -0.272], [-2.751, 1.084, -0.109], [-0.801, -1.190, -0.848], [-0.024, 1.581, -0.196], [-0.981, 0.477, 1.728], [-1.005, -1.286, 1.685], [1.235, -1.341, 1.125], [2.461, -0.045, -1.625], [3.006, -0.916, -0.170], [3.289, 0.844, -0.345]]
}


{
  "formula": "C4H9NO2",
  "method": "ωB97M-V/def2-TZVPD",
  "e_lumo_ev": 0.91,
  "relative_energy_kcal_mol": 119.6,
  "smiles": "C/C=N/OCCO",
  "total_charge": 0,
  "species": ["C", "C", "N", "O", "C", "C", "O", "H", "H", "H", "H", "H", "H", "H", "H", "H"],
  "positions_angstrom": [[-2.805, 0.474, -0.063], [-1.564, -0.239, 0.203], [-0.455, -0.086, -0.325], [0.382, -1.174, 0.179], [1.779, -0.845, -0.416], [2.292, 0.298, 0.265], [1.644, 1.544, -0.011], [-3.346, 0.393, 0.963], [-2.823, 1.575, -0.490], [-3.558, -0.047, -0.743], [-1.604, -1.190, 0.897], [2.202, -1.774, -0.207], [1.628, -0.525, -1.425], [2.195, 0.159, 1.410], [3.386, 0.334, 0.192], [0.646, 1.103, -0.429]]
}


{
  "formula": "C3H7NO2",
  "method": "ωB97M-V/def2-TZVPD",
  "e_lumo_ev": [0.44, 0.44],
  "relative_energy_kcal_mol": 104.5,
  "smiles": "C/C=[N+](/[O-])CO",
  "total_charge": 0,
  "species": ["C", "C", "N", "O", "C", "O", "H", "H", "H", "H", "H", "H", "H"],
  "positions_angstrom": [[-1.084, -0.187, 1.559], [0.229, 0.369, 1.132], [0.786, 0.053, 0.022], [1.816, 0.700, -0.450], [0.057, -0.134, -1.522], [0.953, -0.530, -2.430], [-1.481, 0.361, 2.419], [-1.845, -0.133, 0.774], [-0.997, -1.238, 1.853], [0.844, 0.908, 1.843], [-0.678, -0.920, -1.328], [-0.399, 0.843, -1.700], [1.799, -0.093, -2.173]]
}


{
  "formula": "C4H12O2",
  "method": "ωB97M-V/def2-TZVPD",
  "e_lumo_ev": 0.73,
  "relative_energy_kcal_mol": 22.5,
  "smiles": "CCCOC.O",
  "total_charge": 0,
  "species": ["C", "C", "C", "O", "C", "H", "H", "H", "H", "H", "H", "H", "H", "H", "H", "O", "H", "H"],
  "positions_angstrom": [[-0.085, 2.045, -2.480], [0.349, 1.430, -1.207], [0.275, -0.112, -1.123], [1.019, -0.608, -0.078], [0.228, -0.791, 1.154], [-0.940, 1.562, -2.983], [0.783, 2.022, -3.161], [-0.344, 3.098, -2.277], [1.415, 1.726, -1.147], [-0.171, 1.869, -0.334], [-0.758, -0.493, -1.008], [0.694, -0.548, -2.050], [0.877, -0.833, 2.045], [-0.411, -1.691, 1.141], [-0.419, 0.099, 1.231], [-0.444, -2.893, 4.021], [-0.889, -3.007, 4.891], [-1.178, -2.873, 3.366]]
}